[1]
11
Properties=species:S:1:pos:R:3:forces:R:3:mulliken_charge:R:1 method="wB97M-V/def2-TZVPD" e_homo_ha=-0.356 total_charge=0 orbital_gap_ev=9.58
O -0.806 0.229 1.890 0.656 0.549 0.816 -0.399
C 0.164 -0.260 1.376 -0.393 0.913 0.837 -0.179
C 0.333 0.023 -0.100 -0.352 -0.092 0.409 0.799
C 0.477 1.339 -0.745 -0.186 -0.071 0.079 -0.255
O 1.518 0.355 -0.782 0.008 -0.483 0.100 -0.489
C -0.618 -1.111 -0.494 -0.619 -0.080 -0.510 -0.174
O -1.672 -1.234 0.080 0.337 -0.431 -1.209 -0.407
H 0.662 -1.118 1.874 0.472 0.318 -0.325 0.323
H 0.019 1.546 -1.717 0.012 -0.205 0.355 0.216
H 0.665 2.225 -0.130 -0.001 -0.390 -0.086 0.215
H -0.236 -1.880 -1.172 0.066 -0.029 -0.464 0.350

***

[2]
19
Properties=species:S:1:pos:R:3:forces:R:3:mulliken_charge:R:1 method="wB97M-V/def2-TZVPD" e_homo_ha=-0.334 total_charge=0 orbital_gap_ev=10.09
C 0.223 0.417 -2.032 0.031 0.633 0.587 -1.196
C -0.345 -0.208 -0.764 0.065 1.180 1.501 0.952
O -1.617 -0.759 -0.883 -0.305 -0.116 -0.106 -0.511
C 0.570 -1.165 -0.027 -0.034 0.077 0.126 -1.016
C 0.221 -0.951 1.440 0.089 -0.268 0.259 -0.676
C 0.350 0.554 1.659 -0.010 -0.222 0.088 -0.486
C -0.388 1.170 0.473 -0.338 -1.016 -0.235 -1.015
H -0.493 0.628 -2.842 0.158 -0.110 0.438 0.278
H 1.168 0.018 -2.432 -0.502 -0.030 0.310 0.255
H 0.331 1.259 -1.345 1.390 1.303 -2.495 0.366
H -2.060 -0.330 -1.625 0.008 -0.068 0.211 0.405
H 0.443 -2.204 -0.356 -0.136 0.251 -0.060 0.368
H 1.614 -0.880 -0.218 -0.174 -0.010 0.097 0.349
H -0.825 -1.248 1.591 0.171 -0.043 0.067 0.274
H 0.850 -1.539 2.106 0.010 -0.047 0.112 0.385
H 1.416 0.832 1.643 -0.226 -0.047 -0.067 0.275
H -0.038 0.858 2.638 -0.021 0.013 -0.189 0.310
H 0.026 2.203 0.291 -0.175 -1.171 -0.701 0.401
H -1.448 1.343 0.683 0.000 -0.310 0.057 0.282

***

[3]
17
Properties=species:S:1:pos:R:3:forces:R:3:mulliken_charge:R:1 method="wB97M-V/def2-TZVPD" e_homo_ha="-0.290 / -0.291" total_charge=0 orbital_gap_ev="5.91 / 5.91"
C 2.550 -0.164 0.367 -0.346 -0.032 0.434 -0.626
C 3.080 0.617 -0.605 -3.164 -1.487 -0.322 -0.232
C 0.820 -0.209 -1.045 3.822 0.693 1.407 0.766
C -2.139 0.508 0.609 -2.247 -1.472 -0.182 -0.385
C -1.687 -0.987 0.706 3.469 -1.934 1.143 -0.535
N 1.319 -0.598 0.108 -1.653 -0.964 0.126 -0.370
N -1.158 1.225 -0.055 -0.618 0.270 -0.902 -0.439
N -0.291 -0.505 -1.636 -4.344 -0.903 0.324 -0.502
S 1.997 0.771 -1.903 -0.409 0.000 -0.165 -0.127
S -1.370 -1.623 -0.935 0.645 1.170 -0.823 0.073
H 2.897 -0.449 1.349 0.727 0.245 -0.176 0.403
H 3.931 1.103 -0.686 4.055 2.036 0.028 0.545
H -3.214 0.619 0.251 1.186 -0.213 0.013 0.325
H -2.211 0.713 1.662 0.297 0.443 0.917 0.250
H -0.638 -0.916 1.219 -1.814 -0.051 -0.934 0.228
H -2.115 -1.905 1.235 -0.557 1.812 -0.431 0.404
H -1.772 1.800 -0.642 0.950 0.387 -0.456 0.223

***

[4]
54
Properties=species:S:1:pos:R:3:forces:R:3:mulliken_charge:R:1 method="wB97M-V/def2-TZVPD" e_homo_ha=-0.303 total_charge=0 orbital_gap_ev=8.96
C 0.263 -4.164 0.091 -0.380 -0.048 -0.232 -0.838
C -1.159 -4.571 -0.289 0.184 -0.111 0.281 -0.492
O -1.675 -3.896 -1.417 -0.117 0.125 -0.164 -0.360
C -1.035 -4.231 -2.633 -0.050 -0.132 -0.200 -0.475
C -1.912 -3.810 -3.811 0.284 0.275 0.323 -0.779
H -1.596 -4.362 -4.697 -0.033 -0.045 -0.045 0.385
C -1.821 -2.315 -4.120 0.072 -0.314 -0.203 -0.795
N -2.323 -1.492 -3.045 -0.290 -0.075 -0.209 -0.094
C -1.517 -0.820 -2.208 -0.568 0.421 0.109 0.685
O -0.304 -0.779 -2.349 0.440 -0.095 -0.081 -0.818
C -2.227 -0.107 -1.072 0.086 -0.141 -0.005 -0.651
H -1.756 0.865 -0.914 -0.036 -0.017 -0.105 0.073
C -2.122 -0.940 0.218 -0.043 0.153 0.157 -0.134
C -0.908 -0.566 1.047 -0.223 -0.198 0.172 0.607
O -0.961 -0.320 2.232 -0.086 0.084 0.137 -0.706
N 0.271 -0.576 0.358 0.690 0.284 -0.229 0.257
N 1.368 0.063 0.929 0.073 -0.491 0.300 -0.680
C 1.259 1.405 1.149 -0.504 0.140 -0.552 0.728
N 0.396 2.127 0.516 0.109 -0.651 0.036 -0.389
C 0.371 3.478 0.720 0.283 0.462 0.358 -0.211
C -0.574 4.246 0.027 0.011 0.153 0.035 -0.219
C -0.629 5.606 0.211 -0.062 -0.125 -0.078 -0.538
C 0.251 6.247 1.086 0.142 0.109 0.141 -0.595
C 1.190 5.520 1.778 -0.028 -0.002 -0.033 -0.619
C 1.260 4.136 1.603 -0.450 0.057 -0.387 0.398
C 2.195 3.305 2.279 0.240 -0.523 0.121 0.793
N 3.146 3.544 3.158 -0.198 0.564 -0.072 -0.767
C 3.669 2.325 3.418 -0.321 -0.173 -0.327 0.469
N 3.101 1.338 2.750 0.419 -0.927 0.225 -1.597
N 2.160 1.955 2.019 -0.017 1.182 0.203 0.949
C 4.781 2.117 4.372 -0.007 -0.081 -0.011 -1.101
H 5.052 1.066 4.392 0.069 -0.028 0.056 0.315
H 4.477 2.440 5.365 0.027 -0.006 0.060 0.261
H 5.638 2.716 4.071 0.062 -0.001 0.016 0.274
H 1.883 5.988 2.460 0.057 0.091 0.067 0.502
H 0.191 7.317 1.216 0.011 0.078 0.023 0.393
H -1.361 6.190 -0.327 -0.059 0.031 -0.046 0.407
H -1.249 3.742 -0.647 -0.063 -0.069 -0.067 0.431
H 1.850 -0.447 1.664 -0.166 0.034 -0.198 0.269
H 0.262 -0.568 -0.670 0.017 0.016 0.256 0.334
H -2.996 -0.774 0.849 0.138 -0.029 0.012 0.383
H -2.077 -2.001 -0.035 -0.028 -0.032 0.044 -0.152
H -3.276 0.047 -1.327 0.022 0.011 -0.002 0.398
H -3.293 -1.608 -2.799 0.094 0.149 0.082 0.254
H -0.778 -2.027 -4.272 -0.141 -0.012 -0.080 0.331
H -2.390 -2.093 -5.028 0.123 0.028 0.048 0.363
H -2.946 -4.079 -3.586 -0.036 -0.114 -0.061 0.266
H -0.877 -5.320 -2.667 0.029 0.082 0.022 0.542
H -0.058 -3.735 -2.702 -0.018 -0.077 -0.004 0.265
H -1.846 -4.325 0.525 0.059 -0.101 -0.037 0.323
H -1.200 -5.658 -0.461 -0.072 0.103 0.038 0.515
H 0.517 -4.607 1.050 0.078 -0.055 0.112 0.420
H 0.979 -4.511 -0.650 0.124 -0.019 -0.036 0.360
H 0.337 -3.082 0.170 0.054 0.064 0.032 0.062

***

In order of appearance, total energy = -380.4263; -310.9848; -1155.1852; -1348.0864 hartree.